Entry A
A structure of composition CuH8O4. Source: OMol25; level of theory: wB97M-V/def2-TZVPD.

- HOMO energy: -12.1 eV
- LUMO: -3.566 eV
- Gap between HOMO and LUMO: 8.56 eV

The geometry in ORCA input format:
```
! wB97M-V def2-TZVPD RIJCOSX def2/J DEFGRID3
* xyz 1 1
Cu 0.224 0.095 0.257
O -0.646 1.686 0.705
H -1.470 1.903 1.119
H -0.336 2.504 0.375
O -0.963 -0.499 -1.187
H -1.072 -1.378 -1.472
H -1.844 -0.065 -1.301
O 1.860 0.350 -0.661
H 2.626 -0.129 -0.718
H 1.948 1.116 -1.209
O 0.133 -1.618 1.184
H -0.785 -1.461 1.500
H 0.325 -2.504 1.409
*
```

---

Entry B
A structure of composition CuH8O4. Source: OMol25; level of theory: wB97M-V/def2-TZVPD.

- HOMO energy: -11.7 eV
- LUMO: -3.769 eV
- Gap between HOMO and LUMO: 7.94 eV

The geometry in ORCA input format:
```
! wB97M-V def2-TZVPD RIJCOSX def2/J DEFGRID3
* xyz 1 1
Cu 0.171 0.002 0.088
O 1.559 0.509 1.243
H 1.919 1.372 1.450
H 2.217 0.104 0.677
O -1.050 0.878 0.960
H -0.999 1.764 1.319
H -1.895 0.850 0.511
O -0.180 -1.676 -0.123
H -0.867 -1.991 -0.709
H 0.029 -2.429 0.429
O -0.077 0.051 -1.669
H -0.909 -0.283 -2.006
H 0.081 0.850 -2.170
*
```

---

The least stable of them is entry B.

---

Entry A
A cluster of 2 separate species, C3H12N2 in total. Source: OMol25; level of theory: wB97M-V/def2-TZVPD.

- HOMO energy: -8.1 eV
- LUMO: 1.037 eV
- Structure (SMILES): CNC.CN
- Gap between HOMO and LUMO: 9.13 eV

The geometry in ORCA input format:
```
! wB97M-V def2-TZVPD RIJCOSX def2/J DEFGRID3
* xyz 0 1
C 1.273 0.869 -0.579
N 1.047 -0.679 -0.396
C 1.934 -1.297 0.712
H 0.814 1.666 0.096
H 2.340 1.028 -0.734
H 0.703 0.974 -1.529
H 1.327 -0.933 -1.345
H 2.470 -2.185 0.453
H 1.310 -1.610 1.555
H 2.569 -0.613 1.233
C -2.548 0.908 0.212
N -1.813 -0.239 -0.326
H -3.278 0.616 0.942
H -3.001 1.468 -0.596
H -2.004 1.619 0.877
H -2.328 -1.168 -0.309
H -0.814 -0.423 -0.267
*
```

---

Entry B
A cluster of 2 separate species, C3H12N2 in total. Source: OMol25; level of theory: wB97M-V/def2-TZVPD.

- HOMO energy: -8.5 eV
- LUMO: 1.179 eV
- Structure (SMILES): CNC.CN
- Gap between HOMO and LUMO: 9.69 eV

The geometry in ORCA input format:
```
! wB97M-V def2-TZVPD RIJCOSX def2/J DEFGRID3
* xyz 0 1
C -0.114 -1.971 1.031
N -1.194 -1.348 0.315
C -1.394 0.034 0.673
H 0.886 -1.862 0.528
H 0.171 -1.668 2.021
H -0.430 -3.023 1.132
H -2.046 -1.876 0.234
H -1.857 0.363 1.579
H -1.930 0.519 -0.151
H -0.435 0.539 0.943
C 0.871 1.936 -1.497
N 1.688 1.161 -0.554
H 1.004 1.749 -2.593
H 1.113 2.922 -1.145
H -0.209 1.965 -1.277
H 1.432 0.184 -0.641
H 2.680 1.315 -0.537
*
```

---

The least stable of them is entry A.

---

Entry A
A cluster of 2 separate species, C2H6FN in total. Source: OMol25; level of theory: wB97M-V/def2-TZVPD.

- HOMO energy: -9.9 eV
- LUMO: 0.961 eV
- Structure (SMILES): C=NC.F
- Gap between HOMO and LUMO: 10.84 eV

The geometry in ORCA input format:
```
! wB97M-V def2-TZVPD RIJCOSX def2/J DEFGRID3
* xyz 0 1
C 0.342 1.283 0.249
N -0.048 0.111 0.048
C 0.731 -1.069 0.023
H -0.227 2.175 0.300
H 1.306 1.644 0.578
H 0.182 -1.816 0.519
H 0.918 -1.241 -0.957
H 1.522 -0.899 0.716
F -2.798 -0.269 -0.721
H -1.929 0.080 -0.754
*
```

---

Entry B
The molecule C2H6FN. Source: OMol25; level of theory: wB97M-V/def2-TZVPD.

- HOMO energy: -9.8 eV
- LUMO: 1.145 eV
- Structure (SMILES): CNCF
- Gap between HOMO and LUMO: 10.98 eV

The geometry in ORCA input format:
```
! wB97M-V def2-TZVPD RIJCOSX def2/J DEFGRID3
* xyz 0 1
C 0.460 -0.865 -0.734
N 0.281 0.541 -0.495
C -0.274 0.769 0.839
F -1.453 0.046 1.077
H 0.994 -1.132 0.115
H -0.410 -1.552 -0.751
H 0.982 -1.138 -1.730
H -0.545 1.089 -1.159
H -0.417 1.814 1.256
H 0.382 0.429 1.581
*
```

---

The least stable of them is entry B.

---

Entry A
A cluster of 2 separate species, C6H14NO in total. Source: OMol25; level of theory: wB97M-V/def2-TZVPD.

- HOMO energy: -14.2 eV
- LUMO: -4.448 eV
- Gap between HOMO and LUMO: 9.76 eV

The geometry in ORCA input format:
```
! wB97M-V def2-TZVPD RIJCOSX def2/J DEFGRID3
* xyz 1 1
C -0.430 -2.876 0.128
C 0.421 -2.018 1.063
C 2.585 -1.165 0.459
N 1.330 -1.185 0.263
H -1.021 -2.237 -0.524
H 0.222 -3.494 -0.495
H -1.094 -3.540 0.678
H -0.202 -1.327 1.636
H 1.021 -2.606 1.753
H 3.244 -0.526 -0.112
H 2.990 -1.824 1.220
H 0.900 -0.537 -0.455
O 0.101 0.695 -1.256
C -0.101 1.655 -0.533
C -1.254 2.597 -0.677
C -2.285 2.427 0.447
H 0.617 1.849 0.287
H -1.694 2.367 -1.650
H -0.814 3.598 -0.733
H -2.611 1.393 0.518
H -3.144 3.065 0.254
H -1.852 2.739 1.396
*
```

---

Entry B
A cluster of 2 separate species, C6H14NO in total. Source: OMol25; level of theory: wB97M-V/def2-TZVPD.

- HOMO energy: -12.2 eV
- LUMO: -8.062 eV
- Gap between HOMO and LUMO: 4.18 eV

The geometry in ORCA input format:
```
! wB97M-V def2-TZVPD RIJCOSX def2/J DEFGRID3
* xyz 1 1
O 1.388 0.960 -1.615
C 0.330 1.505 -1.686
C -0.903 1.093 -0.967
C -1.094 -0.161 -0.373
C -2.274 -1.013 -0.872
C -1.310 0.188 1.183
C -1.436 -1.020 2.058
N 4.302 -0.906 1.266
H 0.218 2.414 -2.307
H -1.643 1.884 -0.838
H -0.153 -0.709 -0.348
H -2.245 -2.004 -0.440
H -2.232 -1.160 -1.948
H -3.213 -0.531 -0.612
H -2.156 0.873 1.279
H -0.516 0.846 1.484
H -0.654 -1.766 1.941
H -2.387 -1.535 1.990
H -1.392 -0.696 3.102
H 4.493 -0.141 0.634
H 5.116 -1.471 1.447
H 3.967 -0.475 2.117
*
```

---

The least stable of them is entry B.

---

Entry A
The ion C6H14NO with charge +1. Source: OMol25; level of theory: wB97M-V/def2-TZVPD.

- HOMO energy: -12.5 eV
- LUMO: -3.780 eV
- Structure (SMILES): [NH3+]CCCCCC=O
- Gap between HOMO and LUMO: 8.73 eV

The geometry in ORCA input format:
```
! wB97M-V def2-TZVPD RIJCOSX def2/J DEFGRID3
* xyz 1 1
N 1.317 0.339 3.152
C 0.791 0.818 1.797
C 0.226 -0.360 1.011
C -1.097 -0.104 0.314
C -1.102 0.857 -0.849
C -0.111 0.617 -2.006
C -0.171 -0.753 -2.611
O -0.309 -1.752 -1.944
H 0.554 0.306 3.826
H 1.786 -0.556 3.017
H 2.020 0.991 3.504
H 1.642 1.297 1.317
H 0.027 1.551 2.009
H 0.983 -0.720 0.307
H 0.031 -1.209 1.675
H -1.489 -1.068 0.015
H -1.891 0.159 1.021
H -0.892 1.873 -0.519
H -2.096 0.933 -1.265
H -0.245 1.419 -2.721
H 0.922 0.682 -1.634
H -0.136 -0.893 -3.707
*
```

---

Entry B
A cluster of 2 separate species, C6H14NO in total. Source: OMol25; level of theory: wB97M-V/def2-TZVPD.

- HOMO energy (spin up / spin down): -13.8 / -13.8 eV
- LUMO (spin up / spin down): -5.232 / -5.231 eV
- Gap between HOMO and LUMO (spin up / spin down): 8.55 / 8.55 eV

The geometry in ORCA input format:
```
! wB97M-V def2-TZVPD RIJCOSX def2/J DEFGRID3
* xyz 1 1
C 1.529 -2.137 -0.708
C -1.608 -0.198 1.252
C -0.808 2.104 0.684
C -1.489 0.543 -1.161
C 2.293 -0.877 -0.331
C -1.260 0.815 0.258
N 1.410 0.155 0.062
O 1.812 1.040 0.791
H 0.743 -1.899 -1.420
H 2.203 -2.855 -1.164
H 1.094 -2.595 0.176
H -1.449 -1.211 0.892
H -1.103 -0.041 2.203
H -2.682 -0.110 1.452
H -1.202 2.411 1.651
H -0.892 2.885 -0.071
H 0.295 1.995 0.885
H -0.781 1.064 -1.802
H -1.511 -0.519 -1.392
H -2.474 0.952 -1.416
H 2.781 -0.479 -1.237
H 3.098 -1.044 0.397
*
```

---

The least stable of them is entry B.

---

Entry A
A cluster of 2 separate species, C3H10N2O2 in total. Source: OMol25; level of theory: wB97M-V/def2-TZVPD.

- HOMO energy (spin up / spin down): -13.7 / -13.7 eV
- LUMO (spin up / spin down): -3.657 / -9.311 eV
- Gap between HOMO and LUMO (spin up / spin down): 10.04 / 4.38 eV

The geometry in ORCA input format:
```
! wB97M-V def2-TZVPD RIJCOSX def2/J DEFGRID3
* xyz 1 2
C -1.834 -1.125 0.642
N -0.462 -0.684 0.392
C -0.046 0.452 -0.276
N -1.073 1.261 -0.872
O 1.128 0.706 -0.489
C -1.969 -2.447 -0.045
H -2.485 -0.275 0.307
H -2.002 -1.055 1.757
H 0.305 -1.254 0.903
H -0.899 1.926 -1.645
H -1.913 0.868 -1.233
H -1.054 -2.824 -0.578
H -2.764 -2.183 -0.764
H -2.190 -3.274 0.630
H 3.886 2.231 1.323
H 2.997 1.318 0.331
O 3.867 1.694 0.539
*
```

---

Entry B
A cluster of 2 separate species, C3H10N2O2 in total. Source: OMol25; level of theory: wB97M-V/def2-TZVPD.

- HOMO energy (spin up / spin down): -15.6 / -15.5 eV
- LUMO (spin up / spin down): -3.301 / -8.170 eV
- Gap between HOMO and LUMO (spin up / spin down): 12.31 / 7.36 eV

The geometry in ORCA input format:
```
! wB97M-V def2-TZVPD RIJCOSX def2/J DEFGRID3
* xyz 1 2
C -0.917 -0.821 0.476
N 0.484 -0.616 0.337
C 1.098 0.606 0.809
N 1.249 0.736 2.113
O 1.225 1.453 -0.044
C -1.804 -0.045 -0.549
H -1.233 -0.633 1.502
H -1.087 -1.884 0.279
H 0.827 -0.979 -0.566
H 1.367 1.678 2.462
H 1.465 -0.028 2.735
H -2.105 -0.710 -1.343
H -1.332 0.892 -0.824
H -2.707 0.203 -0.002
H 1.473 0.237 -1.760
H 0.932 0.233 -3.200
O 1.063 -0.322 -2.424
*
```

---

Entry C
A cluster of 3 separate species, C3H10N2O2 in total. Source: OMol25; level of theory: wB97M-V/def2-TZVPD.

- HOMO energy (spin up / spin down): -12.8 / -12.9 eV
- LUMO (spin up / spin down): -10.269 / -10.137 eV
- Gap between HOMO and LUMO (spin up / spin down): 2.56 / 2.73 eV

The geometry in ORCA input format:
```
! wB97M-V def2-TZVPD RIJCOSX def2/J DEFGRID3
* xyz 1 2
O -3.076 0.627 -1.544
C -3.273 0.608 -0.318
C -3.398 -0.547 0.508
N 1.371 0.786 -0.610
C 2.535 0.475 0.181
N 3.435 -0.613 -0.470
H -3.156 1.514 0.274
H -3.713 -0.331 1.465
H -3.531 -1.602 0.125
H 1.422 1.635 -1.140
H 2.227 -0.034 1.106
H 3.168 1.353 0.440
H 3.701 -1.231 0.225
H 2.676 -1.107 -1.009
H -0.901 -0.482 0.276
H 0.528 -0.223 -0.002
O -0.016 -0.827 0.492
*
```

---

The least stable of them is entry C.

---

Entry A
A cluster of 2 separate species, C3H10N2O2 in total. Source: OMol25; level of theory: wB97M-V/def2-TZVPD.

- HOMO energy (spin up / spin down): -15.4 / -13.6 eV
- LUMO (spin up / spin down): -2.794 / -9.810 eV
- Gap between HOMO and LUMO (spin up / spin down): 12.57 / 3.79 eV

The geometry in ORCA input format:
```
! wB97M-V def2-TZVPD RIJCOSX def2/J DEFGRID3
* xyz 1 2
C -0.698 0.169 -1.103
N -0.298 0.015 -2.509
C 0.394 0.950 -0.398
N 0.089 1.246 0.994
H -0.845 -0.814 -0.627
H -1.596 0.799 -1.054
H 0.417 -0.723 -2.503
H -1.071 -0.375 -3.044
H 0.668 1.853 -0.965
H 1.273 0.291 -0.475
H 0.884 1.615 1.511
H -0.567 2.023 1.067
H -0.337 0.035 1.577
O -0.439 -0.909 2.193
C 0.467 -1.786 1.841
O 1.225 -1.756 0.912
H 0.435 -2.633 2.584
*
```

---

Entry B
A cluster of 2 separate species, C3H10N2O2 in total. Source: OMol25; level of theory: wB97M-V/def2-TZVPD.

- HOMO energy (spin up / spin down): -15.2 / -14.5 eV
- LUMO (spin up / spin down): -3.412 / -9.089 eV
- Gap between HOMO and LUMO (spin up / spin down): 11.82 / 5.42 eV

The geometry in ORCA input format:
```
! wB97M-V def2-TZVPD RIJCOSX def2/J DEFGRID3
* xyz 1 2
C 0.549 -1.872 0.633
N -0.203 -0.541 0.335
C 0.425 0.555 1.212
C 0.400 2.043 0.564
N -0.306 2.169 -0.582
O 0.975 2.949 1.112
H 1.553 -1.902 0.306
H 0.543 -1.932 1.772
H 0.064 -2.746 0.205
H -1.262 -0.835 0.653
H -0.192 0.660 2.176
H 1.432 0.250 1.499
H -0.701 1.339 -0.865
H -0.309 3.183 -0.894
H -0.325 -1.022 -2.299
H -1.418 -1.519 -3.202
O -1.225 -0.780 -2.624
*
```

---

The least stable of them is entry B.